Version a
Density functional theory data (ωB97M-V with the def2-TZVPD basis set) for 3 unconnected molecules or ions with the total composition C4H15N2O2.

As for the charge: +1. Its spin multiplicity is 1. As for the HOMO energy: -13.411 eV.

Geometry (Å):
H  1.216  1.728  3.740
H  1.259  -1.070  -1.485
H  -2.024  0.371  -1.201
H  2.074  -1.275  0.687
N  1.065  -1.208  0.555
C  -1.139  1.883  0.758
H  0.735  -0.216  0.692
N  -0.811  0.704  0.444
H  -0.920  -1.146  -2.095
O  1.097  1.168  -2.482
H  -1.369  -2.303  -0.704
H  0.527  0.639  3.188
H  0.764  -2.719  -0.826
H  -2.439  -0.630  0.234
H  1.921  1.602  -2.278
H  -2.049  2.492  0.682
C  -1.637  -0.177  -0.361
C  0.626  -1.640  -0.815
O  0.459  1.586  3.170
H  -0.308  2.480  1.119
C  -0.871  -1.385  -1.027
H  1.247  0.767  -3.333
H  0.580  -1.649  1.336


Version b
Density functional theory data (ωB97M-V with the def2-TZVPD basis set) for 3 unconnected molecules or ions with the total composition C4H15N2O2.

As for the charge: +1. Its spin multiplicity is 1. As for the HOMO energy: -13.558 eV.

Geometry (Å):
H  1.380  -0.436  -2.843
H  -6.365  0.482  1.491
H  0.181  -1.739  -2.505
H  1.639  -1.936  -0.675
H  -3.090  0.511  0.334
N  -0.131  -1.049  0.048
C  0.541  -0.752  -2.217
H  1.392  1.070  -0.416
O  -5.949  0.774  0.682
H  2.415  2.013  1.643
N  2.917  1.138  1.679
H  2.867  0.079  -0.771
H  -6.663  1.146  0.158
H  1.245  -0.238  1.731
O  -0.339  0.359  -2.251
H  3.684  1.143  2.331
C  1.937  0.137  -0.214
C  1.016  -1.023  -0.661
H  2.932  -0.866  1.391
C  2.243  -0.028  1.292
H  -2.579  0.809  0.778
H  -0.595  -1.920  0.336
H  -0.678  0.325  -1.340


Version c
Density functional theory data (ωB97M-V with the def2-TZVPD basis set) for 3 unconnected molecules or ions with the total composition C4H15N2O2.

As for the charge: +1. Its spin multiplicity is 1. As for the HOMO energy: -13.626 eV.

Geometry (Å):
H  0.148  -0.991  1.830
H  -0.575  -1.967  -1.954
H  1.193  -0.028  -1.533
H  -3.584  0.535  0.022
C  -0.077  -0.814  -0.200
C  -0.363  -1.390  0.964
H  -1.062  -2.211  1.048
C  0.847  0.295  -0.537
N  -0.963  -1.258  -1.330
H  -1.882  -1.525  -0.974
H  1.681  0.101  0.171
H  -0.265  1.449  1.496
O  -2.646  0.378  -0.075
H  4.118  -1.725  0.693
H  -0.855  2.863  0.778
H  -1.156  -0.450  -1.925
N  -0.629  1.887  0.660
H  -2.032  1.115  0.257
H  -0.479  1.791  -1.345
H  1.078  2.377  -0.657
O  3.485  -1.131  1.109
C  0.242  1.690  -0.508
H  3.777  -0.992  2.012


version c is preferred energetically. Next in line: 16.6 kcal/mol higher.


Version a
Density functional theory data (ωB97M-V with the def2-TZVPD basis set) for C4H7NO3 in the gas phase.

Its spin multiplicity is 1. As for the HOMO energy: -8.313 eV.

Geometry (Å):
H  0.757  -1.073  -2.524
H  0.171  1.665  -0.177
O  -1.599  -0.736  0.334
C  0.822  -0.177  -1.929
H  -0.085  -1.332  -0.113
H  -1.866  -0.415  2.544
O  -1.244  0.307  2.360
O  0.847  0.902  -2.369
H  -2.001  1.209  0.701
N  1.871  -0.530  -0.494
C  -1.288  0.410  0.916
C  0.115  0.796  0.465
C  0.573  -0.454  -0.270
H  0.764  0.910  1.315
H  2.165  -1.481  -0.758


Version b
Density functional theory data (ωB97M-V with the def2-TZVPD basis set) for C4H7NO3 in the gas phase.

Its spin multiplicity is 1. As for the SMILES: C=NOCOC(C)=O. As for the HOMO energy: -10.124 eV.

Geometry (Å):
C  0.292  -1.771  -0.884
H  2.396  -2.474  -1.057
H  -1.566  3.792  2.374
O  -0.717  -2.386  -0.775
C  -0.930  3.146  1.855
N  -1.298  2.021  1.449
H  -1.124  -0.483  1.370
C  -0.645  0.038  0.421
O  -0.237  1.327  0.845
H  1.395  -2.953  -2.524
H  -0.009  3.710  1.561
H  1.812  -1.239  -2.346
C  1.574  -2.104  -1.707
H  -1.438  -0.002  -0.357
O  0.496  -0.622  -0.224


version b is preferred energetically. Next in line: 82.4 kcal/mol higher.


Version a
Density functional theory data (ωB97M-V with the def2-TZVPD basis set) for C4H7NO3 in the gas phase.

Its spin multiplicity is 1. As for the SMILES: C=NO[C@@H]1COCO1. As for the HOMO energy: -9.885 eV.

Geometry (Å):
N  2.205  -0.092  -0.463
H  -0.663  1.412  1.061
H  -2.106  -1.209  1.335
H  3.064  0.294  1.399
C  -2.022  -0.888  0.274
H  -1.169  2.209  -0.474
H  0.122  0.299  -1.692
O  -2.371  0.451  0.056
H  3.988  -0.712  -0.095
C  3.181  -0.189  0.373
C  -0.128  0.226  -0.546
C  -1.111  1.172  0.067
H  -2.803  -1.564  -0.207
O  1.089  0.410  0.248
O  -0.641  -1.113  -0.191


Version b
Density functional theory data (ωB97M-V with the def2-TZVPD basis set) for C4H7NO3 in the gas phase.

Its spin multiplicity is 1. As for the SMILES: C/C(=C/N)C(=O)OO. As for the HOMO energy (alpha / beta): -7.748 / -7.748 eV.

Geometry (Å):
H  -1.035  1.665  -0.459
H  1.833  1.542  -1.341
H  -1.495  -2.608  0.196
H  -0.967  -0.040  1.919
O  -0.996  -1.068  -1.083
N  -1.358  0.611  1.247
H  2.703  0.302  -0.437
O  -1.833  -2.120  -0.575
C  0.416  -1.125  -0.536
H  -2.107  1.245  1.498
C  1.853  0.987  -0.396
C  0.587  0.226  -0.165
C  -0.661  0.818  0.116
O  1.029  -2.152  -0.384
H  2.032  1.718  0.400


version a is preferred energetically. Next in line: 29.4 kcal/mol higher.


Version a
Density functional theory data (ωB97M-V with the def2-TZVPD basis set) for a molecular structure, C6H7ClO.

Its spin multiplicity is 1. As for the HOMO energy: -9.615 eV.

Geometry (Å):
H  -1.059  0.836  1.519
H  1.058  1.162  -1.312
H  0.874  -2.195  -0.900
H  -1.230  -1.164  -2.325
C  -0.736  -0.795  -1.451
H  0.322  1.952  0.119
Cl  1.810  -0.402  1.533
O  -2.159  1.263  -1.085
H  -2.008  1.595  -1.996
C  -1.064  0.479  -0.683
H  -1.580  -0.847  1.147
C  0.484  -0.235  0.316
C  0.284  -1.298  -0.782
C  -0.961  0.007  0.816
C  0.346  1.074  -0.486


Version b
Density functional theory data (ωB97M-V with the def2-TZVPD basis set) for C6H7ClO in the gas phase.

Its spin multiplicity is 1. As for the SMILES: ClC[C@H]1[C@@H]2C=CO[C@@H]21. As for the HOMO energy: -8.617 eV.

Geometry (Å):
H  0.658  1.197  -0.713
C  0.274  -0.794  0.247
C  0.285  1.504  1.446
H  -0.338  1.047  2.239
Cl  1.972  1.605  2.062
H  -1.876  -0.013  0.655
H  -0.613  -1.392  -2.949
C  -0.456  -1.162  -1.901
H  0.496  -1.254  1.191
C  0.204  0.719  0.169
C  0.545  -1.469  -1.064
O  -1.434  -0.378  -1.365
H  1.396  -2.065  -1.283
C  -1.037  -0.095  -0.040
H  -0.076  2.550  1.304


Version c
Density functional theory data (ωB97M-V with the def2-TZVPD basis set) for 2 unconnected molecules or ions with the total composition C6H7ClO.

Its spin multiplicity is 1. As for the SMILES: Clc1ccccc1.O. As for the HOMO energy: -9.334 eV.

Geometry (Å):
C  -0.136  1.250  0.203
C  -1.951  -0.389  0.754
C  -1.504  0.913  0.272
C  0.381  -1.021  0.869
O  2.337  0.358  -2.576
Cl  0.538  2.748  -0.266
H  1.881  0.515  0.328
H  -2.311  1.655  0.334
C  -0.990  -1.320  1.014
H  -1.249  -2.327  1.368
H  1.914  -0.268  -3.208
H  2.220  -0.064  -1.695
H  1.076  -1.796  1.219
H  -3.022  -0.517  0.963
C  0.817  0.263  0.422


version c is preferred energetically. Next in line: 26.5 kcal/mol higher.